Record 1
ORCA calculation (wB97M-V/def2-TZVPD) on one molecule with the formula C2H4N4S at a distorted geometry.

The frontier orbital gap comes out at 0.3271 Ha. The LUMO energy comes out at 0.2663 eV. The value obtained for the highest occupied orbital energy is -8.636 eV. The charge is 0. For the maximum force, the calculation gives 3.6 eV Å⁻¹. The relative energy (zero: lowest compared OMol25 entry of this formula, charge and spin) is 65.59 kcal per mole. Its SMILES is [H]/N=C1\NN=CNS1.

Last columns: bonded neighbours and bond lengths (Å).
Geometry (Å):
1 H 2.543 1.194 0.698  N2 1.071
2 N 2.319 0.214 0.330  H1 1.071, C3 1.313
3 C 1.037 0.288 0.057  N2 1.313, N4 1.354, S8 1.753
4 N 0.243 1.362 -0.161  C3 1.354, N5 1.387, H9 0.998
5 N -1.144 1.342 -0.205  N4 1.387, C6 1.271
6 C -1.870 0.343 0.094  N5 1.271, N7 1.431, H10 1.220
7 N -1.219 -0.856 0.524  C6 1.431, S8 1.813, H11 1.094
8 S 0.330 -1.271 -0.321  C3 1.753, N7 1.813
9 H 0.734 2.178 -0.458  N4 0.998
10 H -3.079 0.468 0.200  C6 1.220
11 H -1.867 -1.724 0.371  N7 1.094


Record 2
ORCA calculation (wB97M-V/def2-TZVPD) on one molecule with the formula CFNO2S2 at a distorted geometry.

The frontier orbital gap (alpha / beta) comes out at 0.2839 / 0.2839 Ha. The LUMO energy (alpha / beta) comes out at -2.4689 / -2.4693 eV. The value obtained for the highest occupied orbital energy (alpha / beta) is -10.195 / -10.195 eV. The charge is 0. For the maximum force, the calculation gives 6.7 eV Å⁻¹. The relative energy (zero: lowest compared OMol25 entry of this formula, charge and spin) is 66.87 kcal per mole.

Last columns: bonded neighbours and bond lengths (Å).
Geometry (Å):
1 C -0.484 -0.132 -0.782  N2 1.188, S6 1.545
2 N 0.508 0.518 -0.736  C1 1.188, O4 1.645
3 O 1.654 -1.633 1.636  S7 1.433
4 O 1.404 0.775 0.620  N2 1.645, S7 1.682
5 F -0.518 -0.257 1.852  S7 1.850
6 S -1.761 -0.456 -1.591  C1 1.545
7 S 1.331 -0.269 1.937  O3 1.433, O4 1.682, F5 1.850


Record 3
ORCA calculation (wB97M-V/def2-TZVPD) on one molecule with the formula C5H7N3 at a distorted geometry.

The frontier orbital gap comes out at 0.4080 Ha. The LUMO energy comes out at 1.0597 eV. The value obtained for the highest occupied orbital energy is -10.042 eV. The charge is 0. For the maximum force, the calculation gives 5.8 eV Å⁻¹. The relative energy (zero: lowest compared OMol25 entry of this formula, charge and spin) is 98.22 kcal per mole. Its SMILES is C1=NCC(N2CC2)=N1.

Last columns: bonded neighbours and bond lengths (Å).
Geometry (Å):
1 C 0.009 0.574 2.256  N2 1.258, N8 1.495, H9 0.972
2 N 1.267 0.564 2.281  C1 1.258, C3 1.485
3 C 1.683 0.169 0.911  N2 1.485, C4 1.516, H10 1.068, H11 1.079
4 C 0.322 0.182 0.244  C3 1.516, N5 1.498, N8 1.233
5 N 0.269 0.068 -1.248  C4 1.498, C6 1.464, C7 1.605
6 C -0.625 -1.049 -1.561  N5 1.464, C7 1.450, H12 1.099, H13 1.185
7 C -1.267 0.246 -1.682  N5 1.605, C6 1.450, H14 1.049, H15 1.186
8 N -0.676 0.273 0.962  C1 1.495, C4 1.233
9 H -0.353 0.662 3.154  C1 0.972
10 H 2.052 1.086 0.505  C3 1.068
11 H 2.199 -0.745 0.663  C3 1.079
12 H -0.363 -1.638 -2.451  C6 1.099
13 H -0.992 -1.674 -0.624  C6 1.185
14 H -1.408 0.844 -2.532  C7 1.049
15 H -2.117 0.437 -0.877  C7 1.186


Record 4
ORCA calculation (wB97M-V/def2-TZVPD) on a 4-piece molecular cluster, C22H33NO11 overall at a distorted geometry.

The frontier orbital gap comes out at 0.2738 Ha. The LUMO energy comes out at -1.6681 eV. The value obtained for the highest occupied orbital energy is -9.118 eV. The charge is 0. For the maximum force, the calculation gives 6.9 eV Å⁻¹. Its SMILES is C#CC1=CC(=O)C=C(CNC)C1=O.CCOC(=O)OC.CCOC(=O)OC.CCOC(=O)OC.

Last columns: bonded neighbours and bond lengths (Å).
Geometry (Å):
1 C 5.419 -3.250 7.045  C2 1.327, H14 1.160
2 C 5.451 -3.128 5.724  C1 1.327, C3 1.622
3 C 5.813 -2.561 4.248  C2 1.622, C4 1.441, C12 1.635
4 C 6.985 -3.096 3.602  C3 1.441, C5 1.634, H15 1.147
5 C 7.345 -2.464 2.139  C4 1.634, O6 1.282, C7 1.634
6 O 7.950 -3.125 1.222  C5 1.282
7 C 6.912 -0.898 1.962  C5 1.634, C8 1.434, H16 1.147
8 C 5.757 -0.356 2.617  C7 1.434, C9 1.612, C12 1.633
9 C 5.247 1.173 2.563  C8 1.612, N10 1.497, H17 1.169, H18 1.162
10 N 5.540 1.742 1.210  C9 1.497, C11 1.505, H19 1.045
11 C 6.879 2.430 1.185  N10 1.505, H20 1.149, H21 1.165, H22 1.163
12 C 4.907 -1.397 3.544  C3 1.635, C8 1.633, O13 1.273
13 O 3.652 -1.275 3.718  C12 1.273
14 H 5.547 -3.297 8.198  C1 1.160
15 H 7.615 -3.900 4.124  C4 1.147
16 H 7.582 -0.225 1.319  C7 1.147
17 H 4.084 1.169 2.681  C9 1.169
18 H 5.668 1.805 3.442  C9 1.162
19 H 5.543 0.996 0.477  N10 1.045
20 H 7.305 2.560 2.245  C11 1.149
21 H 6.770 3.487 0.709  C11 1.165
22 H 7.606 1.828 0.504  C11 1.163
23 C 4.324 -1.610 -3.779  C24 1.518, H30 1.094, H31 1.093, H32 1.093
24 C 4.173 -0.935 -2.428  C23 1.518, O25 1.433, H33 1.093, H34 1.095
25 O 3.654 0.393 -2.578  C24 1.433, C26 1.346
26 C 2.326 0.480 -2.778  O25 1.346, O27 1.211, O28 1.347
27 O 1.551 -0.449 -2.832  C26 1.211
28 O 2.011 1.780 -2.934  C26 1.347, C29 1.426
29 C 0.637 2.009 -3.240  O28 1.426, H35 1.093, H36 1.093, H37 1.092
30 H 4.919 -0.988 -4.454  C23 1.094
31 H 4.809 -2.583 -3.673  C23 1.093
32 H 3.352 -1.759 -4.256  C23 1.093
33 H 5.155 -0.840 -1.958  C24 1.093
34 H 3.546 -1.525 -1.751  C24 1.095
35 H -0.019 1.525 -2.513  C29 1.093
36 H 0.418 1.658 -4.251  C29 1.093
37 H 0.459 3.085 -3.200  C29 1.092
38 C -1.360 -0.960 -0.086  C39 1.518, H45 1.094, H46 1.093, H47 1.093
39 C -1.509 -0.285 1.265  C38 1.518, O40 1.434, H48 1.092, H49 1.095
40 O -2.028 1.043 1.117  C39 1.434, C41 1.346
41 C -3.356 1.129 0.919  O40 1.346, O42 1.212, O43 1.348
42 O -4.132 0.199 0.865  C41 1.212
43 O -3.671 2.431 0.764  C41 1.348, C44 1.426
44 C -5.045 2.660 0.460  O43 1.426, H50 1.093, H51 1.093, H52 1.092
45 H -0.766 -0.338 -0.762  C38 1.094
46 H -0.875 -1.933 0.019  C38 1.093
47 H -2.332 -1.109 -0.563  C38 1.093
48 H -0.527 -0.190 1.734  C39 1.092
49 H -2.136 -0.875 1.943  C39 1.095
50 H -5.700 2.174 1.188  C44 1.093
51 H -5.266 2.309 -0.551  C44 1.093
52 H -5.225 3.736 0.501  C44 1.092
53 C -7.290 -1.526 -2.439  C54 1.518, H60 1.094, H61 1.093, H62 1.093
54 C -7.439 -0.851 -1.088  C53 1.518, O55 1.433, H63 1.093, H64 1.095
55 O -7.962 0.475 -1.237  C54 1.433, C56 1.346
56 C -9.290 0.561 -1.435  O55 1.346, O57 1.211, O58 1.348
57 O -10.065 -0.367 -1.489  C56 1.211
58 O -9.606 1.862 -1.590  C56 1.348, C59 1.426
59 C -10.981 2.090 -1.893  O58 1.426, H65 1.093, H66 1.093, H67 1.092
60 H -6.698 -0.903 -3.116  C53 1.094
61 H -6.802 -2.498 -2.333  C53 1.093
62 H -8.262 -1.679 -2.915  C53 1.093
63 H -6.457 -0.753 -0.620  C54 1.093
64 H -8.063 -1.442 -0.409  C54 1.095
65 H -11.635 1.604 -1.165  C59 1.093
66 H -11.202 1.739 -2.905  C59 1.093
67 H -11.160 3.166 -1.853  C59 1.092


Record 5
ORCA calculation (wB97M-V/def2-TZVPD) on a 2-piece molecular cluster, C7H12N3 overall at a distorted geometry.

The frontier orbital gap comes out at 0.3733 Ha. The LUMO energy comes out at -2.9653 eV. The value obtained for the highest occupied orbital energy is -13.122 eV. The charge is +1. For the maximum force, the calculation gives 4.6 eV Å⁻¹. The relative energy (zero: lowest compared OMol25 entry of this formula, charge and spin) is 111.60 kcal per mole.

Last columns: bonded neighbours and bond lengths (Å).
Geometry (Å):
1 C -3.590 -0.891 0.005  C2 1.384, C3 1.342, H11 1.086
2 C -2.228 -1.118 0.105  C1 1.384, N9 1.147
3 C -4.120 0.305 0.304  C1 1.342, N8 1.207
4 C 0.807 0.865 -0.885  C5 1.485, C6 1.484, H12 1.075, H13 1.034
5 C 0.521 0.786 0.570  C4 1.485, C6 1.539, H14 1.099, H19 0.990
6 C 1.772 0.125 -0.035  C4 1.484, C5 1.539, C7 1.524, N10 1.444
7 C 3.249 0.414 0.206  C6 1.524, H15 1.061, H16 1.122, H17 1.084
8 N -4.542 1.423 0.137  C3 1.207, H18 1.031
9 N -1.105 -1.339 0.181  C2 1.147
10 N 1.569 -1.304 -0.031  C6 1.444, H20 1.066, H21 1.031, H22 1.176
11 H -4.158 -1.636 -0.545  C1 1.086
12 H 0.235 0.338 -1.627  C4 1.075
13 H 1.107 1.803 -1.201  C4 1.034
14 H -0.184 0.115 1.081  C5 1.099
15 H 3.849 0.029 -0.578  C7 1.061
16 H 3.706 -0.016 1.137  C7 1.122
17 H 3.543 1.455 0.134  C7 1.084
18 H -5.220 1.940 0.717  N8 1.031
19 H 0.404 1.725 0.858  C5 0.990
20 H 2.427 -1.853 0.286  N10 1.066
21 H 1.539 -1.709 -0.979  N10 1.031
22 H 0.419 -1.456 0.162  N10 1.176


Record 6
ORCA calculation (wB97M-V/def2-TZVPD) on a 2-piece molecular cluster, C4H11NO2 overall at a distorted geometry.

The frontier orbital gap comes out at 0.3295 Ha. The LUMO energy comes out at 0.4622 eV. The value obtained for the highest occupied orbital energy is -8.504 eV. The charge is 0. For the maximum force, the calculation gives 1.4 eV Å⁻¹. The relative energy (zero: lowest compared OMol25 entry of this formula, charge and spin) is 22.45 kcal per mole.

Last columns: bonded neighbours and bond lengths (Å).
Geometry (Å):
1 C -0.877 -0.914 1.949  N2 1.482, H4 1.088, H5 1.089, H6 1.083
2 N 0.433 -0.799 1.268  C1 1.482, C3 1.494, H7 1.094, H8 1.010
3 C 1.207 0.463 1.476  N2 1.494, H9 1.088, H10 1.080, H11 1.091
4 H -1.336 -1.828 1.579  C1 1.088
5 H -0.690 -1.069 3.011  C1 1.089
6 H -1.501 -0.056 1.733  C1 1.083
7 H 0.150 -0.748 0.213  N2 1.094
8 H 0.960 -1.646 1.429  N2 1.010
9 H 0.604 1.197 0.946  C3 1.088
10 H 2.163 0.381 0.980  C3 1.080
11 H 1.181 0.779 2.520  C3 1.091
12 O 1.196 0.224 -1.563  C13 1.244
13 C -0.036 0.211 -1.735  O12 1.244, O14 1.274, C15 1.526
14 O -0.863 -0.357 -0.951  C13 1.274
15 C -0.569 0.913 -2.980  C13 1.526, H16 1.090, H17 1.091, H18 1.090
16 H -1.594 0.613 -3.202  C15 1.090
17 H -0.482 1.992 -2.842  C15 1.091
18 H 0.055 0.646 -3.833  C15 1.090


no.,calculated total energy (eV)
1,-18931.707
2,-31005.351
3,-9765.128
4,-47354.332
5,-11913.702
6,-9911.268